Model A:
{"formula": "C4H6F2", "method": "ωB97M-V/def2-TZVPD", "symbols": ["C", "C", "C", "C", "H", "H", "H", "H", "H", "H", "F", "F"], "coordinates": [[0.23, 1.33, -0.67], [0.09, 0.27, 0.47], [0.63, -0.94, 0.56], [-0.79, -0.97, 0.12], [1.49, 1.38, -0.67], [-0.59, 2.32, -0.14], [-0.47, 1.00, -1.93], [-0.36, 0.67, 1.38], [0.85, -1.01, 1.68], [-1.63, -1.38, 0.54], [1.49, -1.47, -0.20], [-0.95, -1.21, -1.16]], "lowdin_charge": [-0.0873, -0.3253, -0.4334, -0.2246, 0.1218, 0.1515, 0.1865, 0.1305, 0.1809, 0.1195, 0.1416, 0.0383], "multiplicity": 1, "gap_ha": 0.365, "homo_ev": -9.270, "charge": 0}

=====

Model B:
{"formula": "C4H6F2", "method": "ωB97M-V/def2-TZVPD", "symbols": ["C", "C", "C", "C", "H", "H", "H", "H", "H", "H", "F", "F"], "coordinates": [[-0.12, 0.93, 0.38], [-1.03, -0.21, -0.04], [0.17, -1.10, 0.06], [0.87, 0.14, -0.20], [-0.10, 0.98, 1.45], [-1.94, -0.57, 0.43], [-1.09, -0.03, -1.20], [0.21, -1.89, -0.73], [0.29, -1.42, 1.12], [0.74, 0.34, -1.21], [-0.33, 2.22, -0.11], [2.33, 0.61, 0.06]], "lowdin_charge": [-0.3178, -0.1045, -0.1184, -0.2567, 0.1673, 0.1257, 0.1626, 0.1437, 0.1418, 0.1402, 0.0171, -0.1009], "multiplicity": 1, "gap_ha": 0.475, "homo_ev": -12.003, "charge": 0}

=====

Verdict on stability: model A comes out at the bottom.

=====

Model A:
{"formula": "C4H6F2", "method": "ωB97M-V/def2-TZVPD", "symbols": ["C", "C", "C", "C", "H", "H", "H", "H", "H", "H", "F", "F"], "coordinates": [[-1.17, 0.91, 0.03], [0.25, 0.47, -0.01], [0.74, -0.78, 0.75], [0.64, -0.76, -0.77], [-1.24, 1.42, 1.00], [-1.33, 1.50, -0.88], [1.78, -0.77, 1.13], [-0.07, -1.28, 1.27], [-0.16, -1.31, -1.29], [1.69, -0.84, -1.18], [-2.06, -0.17, -0.01], [0.94, 1.61, -0.04]], "lowdin_charge": [-0.1163, -0.5155, -0.0451, -0.0675, 0.1383, 0.1402, 0.1155, 0.1002, 0.1111, 0.1226, -0.0461, 0.0625], "multiplicity": 1, "smiles": "FCC1(F)CC1", "gap_ha": 0.420, "homo_ev": -10.273, "charge": 0}

=====

Model B:
{"formula": "C4H6F2", "method": "ωB97M-V/def2-TZVPD", "symbols": ["C", "C", "C", "C", "H", "H", "H", "H", "H", "H", "F", "F"], "coordinates": [[0.48, 0.88, 0.28], [-0.75, 0.61, -0.54], [-0.54, -0.91, -0.30], [0.69, -0.59, 0.58], [1.31, 1.23, -0.29], [-1.66, 1.08, -0.07], [-0.70, 0.84, -1.59], [-0.36, -1.57, -1.20], [-1.37, -1.40, 0.17], [0.70, -0.87, 1.62], [0.34, 1.66, 1.41], [1.87, -0.95, -0.06]], "lowdin_charge": [-0.3066, -0.1014, -0.0931, -0.2407, 0.1473, 0.1346, 0.1047, 0.1301, 0.0900, 0.1493, 0.0030, -0.0170], "multiplicity": 1, "smiles": "F[C@@H]1CC[C@H]1F", "gap_ha": 0.451, "homo_ev": -11.061, "charge": 0}

=====

Verdict on stability: model A comes out at the bottom.

=====

Model A:
{"formula": "CH9N2O", "method": "ωB97M-V/def2-TZVPD", "symbols": ["O", "H", "H", "H", "N", "C", "N", "H", "H", "H", "H", "H", "H"], "coordinates": [[-2.69, 0.00, 0.79], [-3.57, -0.03, 0.41], [0.06, -0.12, -1.64], [-2.83, 0.03, 1.75], [-0.19, -0.05, -0.65], [1.19, -0.35, 0.17], [2.21, 0.53, -0.11], [-0.62, 0.83, -0.39], [-0.78, -0.85, -0.48], [0.82, -0.41, 1.19], [1.44, -1.32, -0.26], [2.82, 0.24, -0.86], [2.14, 1.51, 0.08]], "lowdin_charge": [-0.0494, 0.0570, 0.1506, 0.0593, 0.1841, -0.1845, 0.0571, 0.1340, 0.1252, 0.1293, 0.1342, 0.1043, 0.0989], "multiplicity": 1, "gap_ha": 0.418, "homo_ev": -14.756, "charge": 1}

=====

Model B:
{"formula": "CH9N2O", "method": "ωB97M-V/def2-TZVPD", "symbols": ["O", "H", "H", "H", "N", "C", "N", "H", "H", "H", "H", "H", "H"], "coordinates": [[-2.33, 0.12, -1.26], [-3.08, 0.72, -1.20], [-0.37, -0.64, -0.88], [-2.57, -0.40, -2.08], [0.13, -0.81, 0.02], [0.59, 0.50, 0.65], [1.99, 0.37, 0.93], [-0.57, -1.34, 0.62], [0.91, -1.35, -0.32], [0.28, 1.29, -0.14], [-0.11, 0.78, 1.46], [2.33, 0.27, 1.77], [2.79, 0.50, 0.43]], "lowdin_charge": [-0.0761, 0.0561, 0.1275, 0.0950, 0.1641, -0.1842, 0.0826, 0.1930, 0.1444, 0.1573, 0.1478, 0.0234, 0.0692], "multiplicity": 1, "gap_ha": 0.408, "homo_ev": -14.491, "charge": 1}

=====

Model C:
{"formula": "CH9N2O", "method": "ωB97M-V/def2-TZVPD", "symbols": ["N", "H", "H", "H", "H", "N", "C", "O", "H", "H", "H", "H", "H"], "coordinates": [[0.57, 0.90, 2.10], [0.67, 0.21, 2.83], [0.50, 1.79, 2.59], [0.23, 0.32, 0.55], [1.47, 0.99, 1.64], [0.37, 0.00, -0.48], [-0.78, -0.76, -1.03], [-0.65, -0.77, -2.43], [0.35, 0.86, -1.04], [1.25, -0.46, -0.71], [-1.68, -0.25, -0.72], [-0.80, -1.75, -0.57], [-1.51, -1.10, -2.73]], "lowdin_charge": [0.0324, 0.0646, 0.0661, 0.0917, 0.0518, 0.1710, -0.2330, 0.0034, 0.1751, 0.1719, 0.1425, 0.1436, 0.1189], "multiplicity": 1, "gap_ha": 0.454, "homo_ev": -15.746, "charge": 1}

=====

Verdict on stability: model B comes out at the bottom.

=====

Model A:
{"formula": "CH9N2O", "method": "ωB97M-V/def2-TZVPD", "symbols": ["O", "H", "H", "H", "N", "C", "N", "H", "H", "H", "H", "H", "H"], "coordinates": [[-2.29, 0.52, 1.61], [-2.12, 0.22, 2.52], [-0.73, 0.28, 0.19], [-3.22, 0.72, 1.61], [-0.04, 0.65, -0.48], [1.42, -0.07, -0.37], [1.50, -1.26, -1.05], [-0.06, 1.64, -0.22], [-0.49, 0.57, -1.39], [1.42, -0.24, 0.71], [2.10, 0.75, -0.57], [1.55, -1.28, -2.06], [0.85, -1.97, -0.73]], "lowdin_charge": [-0.0528, 0.0681, 0.1027, 0.0559, 0.1765, -0.1811, 0.0583, 0.1532, 0.1498, 0.1292, 0.1307, 0.1048, 0.1047], "multiplicity": 1, "gap_ha": 0.429, "homo_ev": -15.018, "charge": 1}

=====

Model B:
{"formula": "CH9N2O", "method": "ωB97M-V/def2-TZVPD", "symbols": ["O", "H", "H", "H", "N", "C", "N", "H", "H", "H", "H", "H", "H"], "coordinates": [[1.48, -1.47, -0.61], [2.08, -1.76, 0.10], [-1.06, -0.76, -1.13], [1.86, -1.98, -1.35], [-1.08, -0.47, -0.16], [-0.61, 1.00, -0.08], [0.12, 1.15, 1.14], [-0.39, -1.03, 0.36], [-1.98, -0.53, 0.29], [-1.53, 1.57, -0.10], [0.00, 1.19, -0.95], [1.10, 0.99, 0.98], [0.01, 2.09, 1.49]], "lowdin_charge": [-0.0485, 0.0695, 0.1542, 0.0733, 0.1889, -0.2058, 0.0379, 0.1262, 0.1644, 0.1324, 0.1247, 0.0827, 0.1000], "multiplicity": 1, "gap_ha": 0.423, "homo_ev": -14.870, "charge": 1}

=====

Verdict on stability: model A comes out at the bottom.

=====

Model A:
{"formula": "C20H20N4O3", "method": "ωB97M-V/def2-TZVPD", "symbols": ["C", "C", "C", "C", "C", "C", "C", "C", "N", "C", "O", "C", "H", "H", "C", "H", "C", "N", "C", "O", "C", "C", "C", "C", "N", "C", "N", "H", "C", "C", "O", "H", "H", "H", "H", "H", "H", "H", "H", "H", "H", "H", "H", "H", "H", "H", "H"], "coordinates": [[1.69, 1.07, -2.23], [0.66, 1.59, -1.27], [-0.67, 1.59, -1.68], [-1.68, 2.07, -0.88], [-1.38, 2.55, 0.39], [-0.06, 2.54, 0.82], [0.97, 2.08, 0.00], [2.38, 2.13, 0.54], [2.86, 0.82, 0.93], [3.96, 0.26, 0.38], [4.66, 0.84, -0.44], [4.31, -1.13, 0.88], [4.84, -1.02, 1.83], [5.02, -1.55, 0.17], [3.13, -2.09, 1.07], [3.53, -3.09, 1.23], [2.20, -2.11, -0.15], [0.85, -1.61, 0.13], [-0.09, -1.79, -0.87], [0.21, -2.31, -1.92], [-1.41, -1.31, -0.51], [-2.60, -1.33, -1.22], [-3.54, -0.72, -0.37], [-2.91, -0.35, 0.82], [-1.60, -0.71, 0.74], [-0.54, -0.58, 1.59], [0.62, -1.00, 1.30], [-0.70, -0.09, 2.54], [-3.90, 0.27, 1.63], [-5.03, 0.22, 0.87], [-4.84, -0.37, -0.34], [-6.02, 0.56, 1.08], [-3.80, 0.68, 2.61], [-2.74, -1.73, -2.20], [2.62, -1.51, -0.96], [2.07, -3.12, -0.54], [2.56, -1.83, 1.95], [2.26, 0.27, 1.53], [2.41, 2.79, 1.41], [3.07, 2.52, -0.21], [0.18, 2.92, 1.80], [-2.16, 2.92, 1.03], [-2.70, 2.08, -1.23], [-0.90, 1.21, -2.67], [1.71, 1.70, -3.12], [1.43, 0.07, -2.55], [2.69, 1.06, -1.81]], "lowdin_charge": [-0.0139, -0.2155, -0.0442, -0.0848, -0.0959, -0.0599, -0.1723, -0.1137, 0.0943, -0.5234, 0.0455, -0.1018, 0.1225, 0.1223, -0.1678, 0.1119, -0.1099, -0.0314, -0.3875, 0.0794, -0.1058, 0.1009, -0.2118, -0.1797, 0.0722, -0.0875, 0.0820, 0.1421, 0.0191, -0.0911, 0.0764, 0.1229, 0.1067, 0.1248, 0.1237, 0.1289, 0.0940, 0.1073, 0.1225, 0.1267, 0.1092, 0.1025, 0.1108, 0.1226, 0.0929, 0.0777, 0.0561], "multiplicity": 1, "smiles": "Cc1ccccc1CNC(=O)CCCn1ncn2c(cc3occc32)c1=O", "gap_ha": 0.322, "homo_ev": -8.252, "charge": 0}

=====

Model B:
{"formula": "C20H20N4O3", "method": "ωB97M-V/def2-TZVPD", "symbols": ["O", "C", "N", "C", "C", "C", "C", "C", "C", "N", "C", "H", "C", "H", "O", "C", "H", "C", "H", "H", "H", "H", "H", "H", "H", "H", "H", "H", "C", "N", "C", "N", "C", "C", "C", "C", "C", "C", "C", "O", "H", "H", "H", "H", "H", "H", "H"], "coordinates": [[-0.77, 1.84, 0.36], [-0.58, 0.92, -0.41], [0.43, 0.03, -0.36], [1.37, -0.07, 0.69], [1.59, -1.32, 1.23], [2.42, -1.50, 2.32], [3.03, -0.39, 2.88], [2.86, 0.86, 2.32], [2.06, 1.06, 1.19], [1.91, 2.29, 0.60], [2.18, 3.53, 1.30], [2.06, 3.38, 2.37], [3.58, 4.06, 0.97], [3.73, 5.05, 1.41], [3.72, 4.23, -0.43], [3.50, 3.02, -1.11], [3.62, 3.24, -2.17], [2.09, 2.46, -0.83], [1.97, 1.52, -1.35], [1.34, 3.18, -1.20], [4.25, 2.27, -0.80], [4.35, 3.37, 1.34], [1.44, 4.26, 0.97], [3.38, 1.70, 2.76], [3.66, -0.49, 3.75], [2.57, -2.48, 2.74], [1.07, -2.17, 0.80], [0.33, -0.80, -0.94], [-1.54, 0.65, -1.59], [-2.45, -0.43, -1.27], [-3.69, -0.16, -0.77], [-4.58, -1.03, -0.46], [-4.27, -2.35, -0.65], [-5.23, -3.33, -0.34], [-4.93, -4.66, -0.53], [-3.69, -5.05, -1.02], [-2.73, -4.11, -1.32], [-3.02, -2.75, -1.14], [-2.02, -1.74, -1.45], [-0.88, -1.97, -1.83], [-1.76, -4.39, -1.70], [-3.47, -6.10, -1.16], [-5.67, -5.41, -0.29], [-6.19, -3.01, 0.03], [-3.93, 0.88, -0.62], [-2.11, 1.55, -1.79], [-0.97, 0.36, -2.48]], "lowdin_charge": [0.0919, -0.4588, 0.1258, -0.1566, -0.0208, -0.0977, -0.0922, -0.0178, -0.1647, -0.1057, -0.1323, 0.1249, -0.1868, 0.1252, -0.1318, -0.1837, 0.1248, -0.1341, 0.1223, 0.1323, 0.1303, 0.1202, 0.1331, 0.1002, 0.1018, 0.0986, 0.1143, 0.1122, -0.0301, 0.0297, -0.1138, 0.1289, -0.2195, -0.0093, -0.0668, -0.0720, -0.0071, -0.0666, -0.3499, 0.0509, 0.1186, 0.1042, 0.1059, 0.1132, 0.1407, 0.1332, 0.1352], "multiplicity": 1, "smiles": "O=C(Cn1cnc2ccccc2c1=O)Nc1ccccc1N1CCOCC1", "gap_ha": 0.283, "homo_ev": -7.481, "charge": 0}

=====

Verdict on stability: model A comes out at the bottom.

=====

Model A:
{"formula": "C8H17N2O", "method": "ωB97M-V/def2-TZVPD", "symbols": ["C", "C", "C", "C", "C", "C", "C", "C", "N", "N", "O", "H", "H", "H", "H", "H", "H", "H", "H", "H", "H", "H", "H", "H", "H", "H", "H", "H"], "coordinates": [[0.58, 1.43, -0.26], [-0.91, 1.57, -0.87], [-2.46, 0.13, 0.36], [-2.25, 0.87, 1.60], [-3.20, -1.16, 0.35], [3.48, -0.08, -1.10], [2.26, -1.66, 0.43], [2.36, -0.25, -0.04], [1.13, 0.26, -0.60], [-1.75, 0.41, -0.70], [0.94, 2.19, 0.59], [-1.38, 2.60, -0.44], [-0.84, 1.80, -2.03], [-2.02, -0.06, 2.19], [-3.23, 1.30, 2.03], [-1.48, 1.61, 1.62], [-2.99, -1.81, 1.17], [-2.87, -1.49, -0.58], [-4.36, -0.97, 0.33], [3.64, 0.96, -1.42], [4.38, -0.54, -0.57], [3.24, -0.73, -2.05], [3.20, -2.08, 0.76], [1.67, -2.37, -0.23], [1.58, -1.68, 1.35], [2.66, 0.44, 0.77], [-1.99, -0.28, -1.45], [0.62, -0.41, -1.20]], "lowdin_charge": [-0.4813, -0.0597, -0.2901, 0.0325, 0.0309, -0.0529, -0.0714, -0.4587, 0.0753, 0.0779, 0.0998, 0.1870, 0.1673, 0.1318, 0.1525, 0.0753, 0.0953, 0.0576, 0.1702, 0.0769, 0.0996, 0.1100, 0.0808, 0.0992, 0.0997, 0.1519, 0.1838, 0.1590], "multiplicity": 1, "smiles": "CC(C)=[NH+]CC(=O)NC(C)C", "gap_ha": 0.326, "homo_ev": -13.198, "charge": 1}

=====

Model B:
{"formula": "C8H17N2O", "method": "ωB97M-V/def2-TZVPD", "symbols": ["C", "C", "C", "C", "C", "C", "C", "C", "N", "N", "O", "H", "H", "H", "H", "H", "H", "H", "H", "H", "H", "H", "H", "H", "H", "H", "H", "H"], "coordinates": [[-0.37, 1.02, -0.13], [0.71, 1.59, 0.86], [2.13, -0.19, 0.00], [1.75, 0.11, -1.48], [3.06, -1.21, 0.32], [-2.48, -0.54, -1.36], [-2.80, 0.04, 1.18], [-2.08, -0.75, 0.10], [-0.70, -0.32, 0.19], [1.79, 0.60, 0.99], [-0.97, 1.68, -0.96], [0.94, 2.71, 0.76], [0.21, 1.54, 1.87], [0.88, 0.86, -1.32], [1.56, -0.83, -2.05], [2.55, 0.44, -2.15], [3.97, -0.66, -0.22], [2.82, -2.13, -0.38], [3.52, -1.48, 1.35], [-2.56, 0.45, -1.81], [-1.56, -0.92, -1.88], [-3.24, -1.12, -1.83], [-2.77, 1.14, 0.97], [-2.10, 0.02, 2.07], [-3.87, -0.21, 1.47], [-2.02, -1.81, 0.53], [1.95, 0.59, 2.03], [-0.31, -0.65, 0.87]], "lowdin_charge": [-0.4834, -0.0343, -0.3025, 0.0507, -0.0200, -0.0361, -0.0588, -0.3673, 0.0685, 0.0917, 0.0861, 0.1728, 0.1490, 0.0841, 0.1202, 0.1112, 0.1674, 0.1490, 0.1401, 0.0825, 0.0868, 0.0676, 0.0874, 0.0860, 0.1126, 0.1727, 0.2125, 0.0035], "multiplicity": 1, "smiles": "CC(C)=[NH+]CC(=O)NC(C)C", "gap_ha": 0.329, "homo_ev": -13.308, "charge": 1}

=====

Verdict on stability: model B comes out at the bottom.